Here is a cluster of 2 separate species, C4H13NO2 in total at a distorted geometry from the OMol25 dataset. Energies are from the ωB97M-V functional and the def2-TZVPD basis.

SMILES: CC(C)NCO.O
energy above the lowest of the compared OMol25 structures with the same formula, charge and spin: 1.611 eV

```
! RIJCOSX wB97M-V def2-TZVPD def2/J DEFGRID3
* xyz 0 1
C -0.632 -1.406 0.241
C 0.236 -0.958 -0.928
C 1.587 -0.287 -0.457
N -0.486 -0.195 -1.962
C -0.861 1.186 -1.767
O -0.841 1.712 -0.467
H -0.944 -0.550 0.835
H -1.402 -2.087 -0.094
H 0.085 -1.989 0.814
H 0.653 -1.834 -1.464
H 2.379 -0.837 -0.929
H 1.451 0.780 -0.543
H 1.704 -0.347 0.626
H -1.270 -0.745 -2.281
H -0.102 1.768 -2.378
H -1.880 1.324 -2.240
H -0.403 1.080 0.101
O 0.580 1.341 4.308
H -0.126 1.311 4.960
H 0.273 0.734 3.625
*
```



Here is an isolated molecule of C3H7NO2 from the OMol25 dataset. Energies are from the ωB97M-V functional and the def2-TZVPD basis.

SMILES: CNC(=O)CO
energy above the lowest of the compared OMol25 structures with the same formula, charge and spin: 0.779 eV

```
! RIJCOSX wB97M-V def2-TZVPD def2/J DEFGRID3
* xyz 0 1
C 2.074 0.188 -0.198
N 0.641 0.100 -0.360
C -0.181 -0.017 0.705
O 0.181 0.021 1.871
C -1.654 -0.219 0.364
O -1.862 -0.424 -1.024
H 2.429 1.225 -0.222
H 2.334 -0.238 0.773
H 2.574 -0.378 -0.988
H 0.218 0.016 -1.272
H -2.204 0.652 0.740
H -1.988 -1.087 0.943
H -2.561 0.163 -1.331
*
```



Here is a structure of composition C22H24Cl2N9OSZr from the OMol25 dataset. Energies are from the ωB97M-V functional and the def2-TZVPD basis.

```
! RIJCOSX wB97M-V def2-TZVPD def2/J DEFGRID3
* xyz 3 1
Zr 0.079 -0.155 -0.518
C 2.159 1.917 0.555
N 0.799 1.518 0.982
C 0.743 1.082 2.399
C -0.366 0.096 2.517
N -0.822 -0.550 1.442
C -1.821 -1.438 1.910
C -2.625 -2.356 1.242
C -3.509 -3.088 2.010
C -3.596 -2.916 3.401
C -2.805 -2.006 4.070
C -1.919 -1.277 3.288
N -0.984 -0.291 3.624
C 2.909 0.653 0.282
N 2.291 -0.527 0.154
C 3.334 -1.475 0.034
C 3.332 -2.871 0.022
C 4.551 -3.513 -0.064
C 5.763 -2.804 -0.122
C 5.785 -1.428 -0.059
C 4.551 -0.797 0.029
N 4.230 0.549 0.196
H 2.665 2.519 1.312
H 2.082 2.518 -0.351
H 0.158 2.298 0.853
H 0.620 1.928 3.076
H 1.683 0.586 2.652
H -2.569 -2.482 0.170
H -4.153 -3.812 1.530
H -4.302 -3.513 3.963
H -2.872 -1.876 5.141
H -0.803 0.054 4.556
H 2.425 -3.446 0.135
H 4.576 -4.594 -0.061
H 6.695 -3.349 -0.186
H 6.713 -0.871 -0.062
H 4.895 1.305 0.277
Cl 1.312 -1.151 -2.893
C 1.142 -2.887 -2.517
Cl 0.173 -3.032 -1.031
H 2.128 -3.300 -2.337
H 0.620 -3.379 -3.329
C -3.494 4.338 -3.122
N -2.525 3.516 -2.399
C -1.269 3.036 -2.953
C -0.775 2.231 -1.793
O 0.302 1.524 -1.784
N -1.587 2.259 -0.770
C -2.668 3.022 -1.180
N -3.717 3.217 -0.410
H -3.021 4.721 -4.022
H -3.799 5.190 -2.515
H -4.365 3.748 -3.408
H -0.586 3.849 -3.211
H -1.412 2.410 -3.838
H -3.761 2.798 0.504
H -4.510 3.752 -0.727
S -3.830 -0.263 -3.077
C -2.605 -0.509 -2.152
N -1.647 -0.676 -1.437
*
```



Here is an isolated molecule of C21H22N2O5 from the OMol25 dataset. Energies are from the ωB97M-V functional and the def2-TZVPD basis.

SMILES: COc1ccc(C(=O)NCC(=O)OCC(=O)N2CCCc3ccccc32)cc1
energy above the lowest of the compared OMol25 structures with the same formula, charge and spin: 1.144 eV

```
! RIJCOSX wB97M-V def2-TZVPD def2/J DEFGRID3
* xyz 0 1
C -7.760 -2.352 -0.658
O -6.639 -2.384 0.192
C -5.784 -1.329 0.184
C -4.697 -1.422 1.058
C -3.759 -0.416 1.124
C -3.884 0.717 0.320
C -2.918 1.847 0.336
O -3.214 2.975 -0.012
N -1.672 1.541 0.789
C -0.598 2.497 0.711
C 0.709 1.772 0.491
O 0.808 0.570 0.437
O 1.734 2.611 0.404
C 2.994 2.001 0.138
C 2.869 1.188 -1.160
O 2.221 1.624 -2.089
N 3.443 -0.036 -1.184
C 3.061 -0.917 -2.287
C 2.989 -2.385 -1.862
C 2.688 -2.482 -0.363
C 3.844 -1.841 0.335
C 4.579 -2.423 1.352
C 5.673 -1.764 1.890
C 6.051 -0.527 1.396
C 5.331 0.065 0.372
C 4.219 -0.585 -0.148
C -4.980 0.815 -0.530
C -5.920 -0.194 -0.610
H -7.465 -2.296 -1.711
H -8.290 -3.287 -0.483
H -8.421 -1.513 -0.420
H -4.617 -2.300 1.679
H -2.944 -0.506 1.826
H -1.374 0.578 0.851
H -0.524 3.089 1.632
H -0.783 3.197 -0.113
H 3.281 1.369 0.983
H 3.694 2.828 0.013
H 2.086 -0.564 -2.634
H 3.775 -0.788 -3.108
H 3.942 -2.882 -2.057
H 2.219 -2.889 -2.445
H 1.771 -1.929 -0.142
H 2.561 -3.518 -0.053
H 4.291 -3.393 1.728
H 6.237 -2.221 2.689
H 6.913 -0.021 1.803
H 5.631 1.022 -0.029
H -5.081 1.703 -1.135
H -6.752 -0.085 -1.288
*
```



| no. | DFT total energy (Ha) | LUMO level (eV) | HOMO level (eV) |
| --- | --- | --- | --- |
| 1 | -365.3833 | 0.597 | -8.80 |
| 2 | -323.7523 | 0.646 | -9.66 |
| 3 | -2785.7840 | -8.828 | -16.77 |
| 4 | -1299.1974 | 0.679 | -8.64 |